114
Properties=species:S:1:pos:R:3 method="wB97M-V/def2-TZVPD" lumo_energy_ev="-6.15 / -6.15" charge=+2 e_homo_ev="-11.48 / -11.48"
In 14.6988 10.6857 13.3614
C 10.4887 6.4747 17.1097
C 11.4809 5.8985 16.3539
C 12.0530 6.5474 15.2499
C 11.6309 7.8430 14.9340
C 10.5559 8.3869 15.6728
C 9.9957 7.7063 16.7698
P 12.3161 8.8710 13.6119
C 12.4995 7.7466 12.1766
C 13.5548 6.8320 12.2528
C 13.7885 5.9269 11.2449
C 13.0918 5.9698 10.0555
C 12.0658 6.8820 9.9404
C 11.8026 7.8102 10.9346
C 10.8895 9.7967 13.0569
C 9.7249 9.0950 12.7689
C 8.6265 9.7418 12.2802
C 8.6235 11.1419 12.1667
C 9.7456 11.8582 12.5745
C 10.9741 11.2064 12.9111
Si 12.4729 12.3165 13.2003
C 12.5039 13.1956 14.8930
C 11.3721 14.0216 15.2317
C 11.5029 14.9603 16.2726
C 12.7033 15.1509 16.9534
C 13.7739 14.3382 16.6227
C 13.6839 13.3567 15.6543
P 14.9025 12.1295 15.6295
C 14.5250 11.0034 17.0020
C 15.3380 9.8634 17.1165
C 15.0088 8.8091 17.9396
C 13.8482 8.8484 18.7297
C 13.0286 9.9879 18.6335
C 13.4011 11.0752 17.8592
C 16.4764 12.9376 16.0167
C 17.4613 12.3087 16.8027
C 18.6561 12.9585 17.0111
C 18.8727 14.2442 16.5103
C 17.9125 14.8903 15.7470
C 16.7141 14.2170 15.4611
C 12.6207 13.5017 11.7004
C 11.5846 14.3752 11.4684
C 11.5320 15.0269 10.2282
C 12.5669 14.9056 9.3221
C 13.7590 14.2397 9.6942
C 13.7565 13.4805 10.8238
P 15.0685 12.2761 11.0442
C 16.5052 13.3676 10.7548
C 17.4154 13.2121 9.7180
C 18.3825 14.1577 9.5078
C 18.4883 15.2295 10.3545
C 17.5645 15.3976 11.3675
C 16.5433 14.4892 11.5809
C 14.7654 11.2101 9.6578
C 13.5023 11.0854 9.0275
C 13.3500 10.2446 7.9239
C 14.4879 9.6712 7.3610
C 15.6925 9.6707 8.0595
C 15.8257 10.3938 9.2287
H 10.0694 5.8870 17.9411
H 11.9055 4.9370 16.6512
H 12.7877 6.0660 14.5776
H 10.2385 9.4172 15.4252
H 9.1977 8.1291 17.3720
H 14.2080 6.8224 13.1499
H 14.5233 5.1359 11.3852
H 13.3423 5.3617 9.2127
H 11.5576 6.9584 8.9893
H 11.0293 8.5569 10.7293
H 9.6877 8.0186 12.9144
H 7.7996 9.1556 11.9423
H 7.7257 11.6714 11.8303
H 9.7150 12.9475 12.6335
H 10.3968 13.7480 14.8036
H 10.6310 15.5509 16.5883
H 12.8065 15.9121 17.7336
H 14.6800 14.4617 17.2100
H 16.2901 9.8060 16.5687
H 15.7652 8.0550 18.0256
H 13.6491 8.0356 19.4454
H 12.0961 9.9867 19.2263
H 12.8243 12.0048 17.8759
H 17.2542 11.3777 17.3235
H 19.3652 12.5081 17.7151
H 19.7447 14.8228 16.8070
H 18.0713 15.8802 15.3280
H 15.9546 14.7132 14.8087
H 10.8495 14.6271 12.2279
H 10.7455 15.7371 10.0321
H 12.4472 15.3204 8.3314
H 14.6474 14.3243 9.0431
H 17.2607 12.3442 9.0736
H 19.1130 13.9855 8.7551
H 19.2420 15.9790 10.1493
H 17.6538 16.2834 11.9873
H 15.7079 14.6262 12.2842
H 12.7034 11.7284 9.3584
H 12.4030 10.0237 7.4449
H 14.4219 9.1401 6.4541
H 16.5694 9.1663 7.7000
H 16.7883 10.3726 9.7853
N 16.9915 10.2963 13.5079
C 18.1704 10.4409 13.4921
C 19.5618 10.6697 13.3622
C 20.0001 11.5025 12.3299
C 21.3254 11.9455 12.2752
C 22.2610 11.4523 13.1721
C 21.8175 10.6840 14.2635
C 20.5182 10.2964 14.3849
H 19.2637 11.7668 11.5460
H 21.5717 12.6817 11.4986
H 23.3257 11.7068 13.0571
H 22.5360 10.4364 15.0469
H 20.2414 9.6450 15.1944

***

125
Properties=species:S:1:pos:R:3 method="wB97M-V/def2-TZVPD" lumo_energy_ev=-3.28 charge=+1 e_homo_ev=-9.23
Y -0.3870 0.6625 0.6634
C 4.6503 0.1049 0.4164
N 3.2033 0.3456 0.5245
P 2.3652 0.2184 2.0131
C 3.3017 1.2774 3.1583
C 3.3673 0.9733 4.5182
C 4.0002 1.8376 5.3999
C 4.5761 3.0107 4.9333
C 4.5080 3.3243 3.5828
C 3.8655 2.4670 2.7014
C 2.7132 -1.4454 2.6774
C 1.6483 -2.3133 2.9078
C 1.8667 -3.5913 3.4051
C 3.1591 -4.0154 3.6723
C 4.2317 -3.1556 3.4602
C 4.0097 -1.8755 2.9793
P 2.2961 1.1162 -0.7037
C 3.2205 2.6090 -1.1512
C 2.9312 3.7827 -0.4506
C 3.6260 4.9522 -0.7172
C 4.6103 4.9583 -1.6973
C 4.8915 3.8022 -2.4119
C 4.1956 2.6311 -2.1461
C 2.4441 0.0976 -2.2042
C 3.2537 -1.0264 -2.3278
C 3.2491 -1.7766 -3.4968
C 2.4361 -1.4095 -4.5583
C 1.6336 -0.2804 -4.4522
C 1.6393 0.4666 -3.2846
H 5.2042 0.6998 1.1445
H 5.0023 0.3832 -0.5751
H 4.8771 -0.9496 0.5806
H 2.9309 0.0554 4.8947
H 4.0477 1.5906 6.4525
H 5.0779 3.6782 5.6213
H 4.9525 4.2393 3.2134
H 3.8157 2.7246 1.6503
H 0.6333 -1.9951 2.6956
H 1.0275 -4.2509 3.5830
H 3.3332 -5.0115 4.0579
H 5.2397 -3.4796 3.6833
H 4.8505 -1.2026 2.8602
H 2.1533 3.7825 0.3052
H 3.3935 5.8575 -0.1721
H 5.1528 5.8699 -1.9118
H 5.6489 3.8136 -3.1846
H 4.4047 1.7391 -2.7246
H 3.8922 -1.3366 -1.5117
H 3.8839 -2.6499 -3.5750
H 2.4294 -1.9995 -5.4654
H 1.0038 0.0188 -5.2797
H 1.0200 1.3561 -3.2225
Br -3.8242 -11.8137 -3.9857
C -3.6298 -9.9906 -3.5461
C -2.3786 -9.5098 -3.1790
C -2.2329 -8.1727 -2.8552
C -3.3347 -7.3295 -2.9045
C -4.5734 -7.8144 -3.2880
C -4.7325 -9.1563 -3.6031
N -3.2877 -5.9276 -2.5956
N -2.2559 -5.5596 -2.0172
C -2.2793 -4.1732 -1.6244
C -3.4122 -3.4067 -1.6346
C -3.3845 -2.0700 -1.2121
C -2.2179 -1.4766 -0.7839
O -2.1876 -0.2271 -0.3436
C -1.0278 -2.2664 -0.7504
N 0.1235 -1.6586 -0.2929
C 1.2144 -2.3917 -0.2536
C 1.2701 -3.7448 -0.6277
C 0.1395 -4.3540 -1.0788
C -1.0630 -3.6127 -1.1613
H -1.5303 -10.1790 -3.1498
H -1.2683 -7.7787 -2.5663
H -5.4129 -7.1322 -3.3304
H -5.6979 -9.5458 -3.8932
H -4.3390 -3.8510 -1.9671
H -4.2878 -1.4723 -1.2196
H 2.1136 -1.9051 0.0964
H 2.2072 -4.2782 -0.5432
H 0.1319 -5.3960 -1.3704
Cl -2.6605 2.7355 3.8311
C -2.6940 3.5090 2.2628
C -3.8267 4.4143 2.0493
C -4.0507 4.9503 0.8538
C -3.2240 4.4965 -0.3201
C -1.7930 4.1964 0.1281
C -1.6423 3.4370 1.4296
C -0.3565 2.7802 1.7067
H -4.4467 4.6539 2.9032
H -4.8729 5.6358 0.6871
H -3.6851 3.5528 -0.6293
H -1.2143 5.1250 0.1904
H -0.1633 2.7061 2.7810
H 0.4592 3.3545 1.2470
Se -3.1219 -0.8802 2.1714
N -1.4200 -0.3888 2.5456
C -1.3319 -0.2969 3.8707
C -0.1827 0.1379 4.6001
C -0.2519 0.1951 5.9498
C -1.4366 -0.1755 6.6756
C -2.5471 -0.5882 6.0282
C -2.5239 -0.6523 4.5954
N -3.5664 -0.9932 3.8590
H 0.7072 0.4565 4.0770
H 0.6083 0.5458 6.5067
H -1.4331 -0.1070 7.7551
H -3.4548 -0.8580 6.5496
C -3.2375 5.4668 -1.5155
Te -0.8354 3.1123 -1.4851
C -2.5882 2.5810 -2.5720
C -3.2892 3.6544 -3.3638
C -3.6413 3.3136 -4.6712
C -4.3513 4.1769 -5.4878
C -4.7248 5.4165 -4.9945
C -4.3707 5.7695 -3.7033
C -3.6481 4.9173 -2.8704
H -2.2429 5.9156 -1.6185
H -3.9032 6.2998 -1.2874
H -3.2305 2.0675 -1.8591
H -2.2157 1.8125 -3.2507
H -3.3596 2.3375 -5.0503
H -4.6126 3.8803 -6.4949
H -5.2870 6.1066 -5.6094
H -4.6595 6.7421 -3.3215